[1]
{"formula": "C19H20N2O3", "method": "the ωB97M-V functional and the def2-TZVPD basis", "symbols": ["C", "C", "O", "C", "C", "C", "C", "C", "O", "N", "C", "C", "C", "C", "N", "C", "C", "O", "C", "C", "C", "C", "C", "C", "H", "H", "H", "H", "H", "H", "H", "H", "H", "H", "H", "H", "H", "H", "H", "H", "H", "H", "H", "H"], "positions_angstrom": [[-5.011, -2.233, 1.208], [-4.870, -0.740, 1.382], [-5.490, -0.138, 2.229], [-3.937, -0.037, 0.462], [-3.058, -0.700, -0.394], [-2.209, 0.015, -1.215], [-2.229, 1.408, -1.203], [-1.380, 2.197, -2.143], [-1.843, 3.075, -2.846], [-0.065, 1.860, -2.230], [0.706, 1.019, -1.415], [0.491, 0.900, -0.045], [1.279, 0.067, 0.719], [2.338, -0.662, 0.161], [3.068, -1.536, 0.951], [3.501, -1.136, 2.277], [4.892, -0.489, 2.200], [5.836, -1.360, 1.619], [5.437, -1.754, 0.324], [4.057, -2.422, 0.370], [2.559, -0.513, -1.213], [1.757, 0.307, -1.981], [-3.125, 2.075, -0.375], [-3.959, 1.359, 0.458], [-4.073, -2.724, 1.460], [-5.265, -2.472, 0.178], [-5.790, -2.598, 1.871], [-3.022, -1.778, -0.419], [-1.534, -0.508, -1.875], [0.427, 2.313, -2.992], [-0.299, 1.463, 0.429], [1.057, -0.022, 1.770], [2.801, -0.432, 2.722], [3.553, -2.032, 2.905], [5.269, -0.256, 3.198], [4.824, 0.439, 1.610], [6.200, -2.448, -0.031], [5.406, -0.874, -0.338], [3.741, -2.751, -0.619], [4.121, -3.302, 1.020], [3.369, -1.030, -1.702], [1.956, 0.403, -3.039], [-3.154, 3.154, -0.393], [-4.651, 1.861, 1.118]], "homo_ha": -0.281, "smiles": "CC(=O)c1ccc(C(=O)Nc2ccc(N3CCOCC3)cc2)cc1", "de_lowest_ev": 1.948, "total_charge": 0, "e_lumo_ev": -0.056}

[2]
{"formula": "C19H20N4O2PdS", "method": "the ωB97M-V functional and the def2-TZVPD basis", "symbols": ["N", "C", "C", "H", "H", "H", "N", "C", "C", "H", "H", "H", "N", "C", "C", "H", "H", "H", "Pd", "C", "O", "C", "O", "C", "C", "C", "C", "C", "C", "H", "H", "H", "H", "H", "H", "S", "C", "N", "C", "C", "C", "C", "H", "H", "H", "H", "H"], "positions_angstrom": [[-2.694, -0.601, -0.185], [-3.537, -1.378, -0.021], [-4.636, -2.299, 0.159], [-4.525, -3.154, -0.525], [-5.573, -1.761, -0.058], [-4.642, -2.657, 1.200], [-0.098, 2.649, 0.653], [-0.012, 3.693, 1.152], [0.128, 4.961, 1.814], [-0.808, 5.527, 1.694], [0.970, 5.504, 1.363], [0.327, 4.784, 2.880], [1.822, -0.007, -2.056], [2.638, -0.609, -2.612], [3.654, -1.298, -3.374], [4.603, -1.269, -2.816], [3.773, -0.778, -4.340], [3.354, -2.341, -3.539], [-0.021, 0.637, 0.300], [1.871, 0.544, 0.568], [2.983, 0.386, 0.829], [-1.119, 0.331, 1.881], [-1.651, 0.040, 2.861], [-2.601, 1.585, -1.993], [-2.052, 0.578, -2.786], [-0.774, 0.738, -3.328], [-0.052, 1.902, -3.069], [-0.592, 2.899, -2.252], [-1.866, 2.741, -1.715], [-3.607, 1.475, -1.585], [-2.623, -0.329, -2.998], [-0.350, -0.044, -3.963], [0.938, 2.039, -3.505], [-0.017, 3.807, -2.053], [-2.306, 3.526, -1.093], [0.214, -1.731, 0.151], [0.947, -2.285, 1.601], [2.322, -2.372, 1.640], [2.998, -2.630, 2.804], [2.281, -2.862, 3.956], [0.896, -2.995, 3.903], [0.226, -2.767, 2.699], [2.841, -2.252, 0.780], [4.069, -2.675, 2.732], [2.816, -3.011, 4.900], [0.324, -3.292, 4.788], [-0.838, -2.951, 2.560]], "spin_multiplicity": 5, "homo_ha": [-0.785, -0.791], "total_charge": 4, "e_lumo_ev": [-13.214, -17.237]}

[3]
{"formula": "C19H20N4O3S", "method": "the ωB97M-V functional and the def2-TZVPD basis", "symbols": ["C", "C", "O", "C", "C", "C", "C", "N", "C", "S", "C", "C", "O", "N", "C", "C", "C", "C", "C", "C", "C", "N", "N", "C", "O", "C", "C", "H", "H", "H", "H", "H", "H", "H", "H", "H", "H", "H", "H", "H", "H", "H", "H", "H", "H", "H", "H"], "positions_angstrom": [[-7.317, -1.108, -0.652], [-7.067, -0.186, 0.537], [-5.859, -0.482, 1.212], [-4.671, -0.109, 0.675], [-3.538, -0.534, 1.374], [-2.274, -0.208, 0.938], [-2.115, 0.542, -0.223], [-0.829, 0.859, -0.701], [0.286, 0.061, -0.723], [0.341, -1.583, -0.142], [1.583, -2.264, -1.281], [2.967, -1.608, -1.276], [3.636, -1.642, -2.282], [3.329, -1.104, -0.079], [4.490, -0.387, 0.242], [5.641, -0.488, -0.531], [6.778, 0.215, -0.179], [6.777, 1.017, 0.948], [5.629, 1.119, 1.715], [4.474, 0.430, 1.381], [3.235, 0.573, 2.217], [1.306, 0.656, -1.254], [0.857, 1.891, -1.605], [-0.461, 2.077, -1.295], [-1.142, 3.053, -1.477], [-3.233, 0.983, -0.916], [-4.502, 0.664, -0.471], [-8.279, -0.876, -1.100], [-7.322, -2.143, -0.320], [-6.541, -0.994, -1.405], [-7.842, -0.340, 1.294], [-7.091, 0.867, 0.230], [-3.679, -1.118, 2.270], [-1.411, -0.531, 1.500], [1.185, -2.225, -2.295], [1.686, -3.310, -0.985], [2.612, -1.097, 0.635], [5.633, -1.111, -1.409], [7.666, 0.131, -0.787], [7.664, 1.566, 1.229], [5.628, 1.752, 2.591], [2.960, -0.374, 2.684], [3.400, 1.299, 3.009], [2.397, 0.919, 1.611], [1.471, 2.536, -2.071], [-3.110, 1.587, -1.801], [-5.347, 1.027, -1.032]], "homo_ha": -0.306, "smiles": "CCOc1ccc(-n2c(SCC(=O)Nc3ccccc3C)n[nH]c2=O)cc1", "de_lowest_ev": 2.094, "total_charge": 0, "e_lumo_ev": 0.414}

[4]
{"formula": "C19H20N6O3Pt", "method": "the ωB97M-V functional and the def2-TZVPD basis", "symbols": ["Pt", "N", "C", "C", "O", "O", "H", "H", "H", "H", "C", "C", "C", "C", "C", "C", "N", "N", "C", "C", "C", "C", "C", "C", "H", "H", "H", "H", "H", "H", "H", "H", "H", "C", "N", "C", "C", "C", "N", "C", "O", "N", "H", "H", "H", "H", "H", "H", "H"], "positions_angstrom": [[0.650, 0.852, -0.270], [2.830, 0.883, -0.303], [3.370, 0.649, 1.036], [2.467, 1.229, 2.194], [3.024, 1.536, 3.227], [1.218, 1.253, 1.982], [3.097, 0.160, -0.972], [3.168, 1.774, -0.657], [4.371, 1.072, 1.164], [3.433, -0.428, 1.226], [-4.385, -1.907, -0.228], [-3.081, -2.273, -0.518], [-2.086, -1.323, -0.622], [-2.360, 0.033, -0.395], [-3.702, 0.395, -0.165], [-4.686, -0.559, -0.084], [-1.395, 1.007, -0.422], [-1.846, 2.237, -0.447], [-0.929, 3.209, -0.412], [-1.315, 4.559, -0.365], [-0.348, 5.540, -0.358], [0.997, 5.198, -0.401], [1.386, 3.859, -0.431], [0.447, 2.854, -0.449], [-5.158, -2.654, -0.139], [-2.849, -3.317, -0.680], [-1.094, -1.617, -0.921], [-3.936, 1.442, -0.060], [-5.705, -0.254, 0.092], [-2.369, 4.791, -0.309], [-0.632, 6.581, -0.305], [1.752, 5.969, -0.381], [2.447, 3.652, -0.424], [1.213, -3.951, -2.264], [1.105, -3.342, -0.958], [0.774, -4.058, 0.139], [0.535, -3.462, 1.333], [0.568, -2.035, 1.377], [0.919, -1.355, 0.288], [1.226, -1.953, -0.877], [1.586, -1.302, -1.851], [0.238, -1.345, 2.459], [1.273, -5.031, -2.159], [2.099, -3.568, -2.772], [0.340, -3.693, -2.867], [0.713, -5.128, 0.001], [0.277, -4.043, 2.201], [0.025, -1.809, 3.324], [0.329, -0.324, 2.425]], "homo_ha": [-0.255, -0.255], "total_charge": 0, "e_lumo_ev": [-0.944, -0.945]}

[5]
{"formula": "C19H20N6O3S", "method": "the ωB97M-V functional and the def2-TZVPD basis", "symbols": ["C", "C", "N", "C", "S", "C", "C", "O", "N", "N", "C", "O", "C", "C", "C", "C", "O", "C", "C", "C", "N", "N", "C", "C", "C", "C", "C", "N", "C", "H", "H", "H", "H", "H", "H", "H", "H", "H", "H", "H", "H", "H", "H", "H", "H", "H", "H", "H", "H"], "positions_angstrom": [[-2.008, -0.481, -2.355], [-3.161, 0.369, -1.833], [-3.019, 0.619, -0.420], [-2.717, 1.811, 0.158], [-2.662, 3.313, -0.714], [-1.754, 4.345, 0.489], [-0.313, 3.865, 0.528], [0.554, 4.288, -0.199], [-0.098, 2.923, 1.493], [1.030, 2.113, 1.375], [1.044, 1.120, 0.439], [0.034, 0.799, -0.160], [2.343, 0.426, 0.282], [3.562, 1.089, 0.350], [4.751, 0.406, 0.168], [4.738, -0.965, -0.080], [5.840, -1.732, -0.263], [7.109, -1.125, -0.201], [3.511, -1.631, -0.162], [2.333, -0.942, 0.006], [-2.498, 1.661, 1.443], [-2.613, 0.357, 1.721], [-2.921, -0.273, 0.619], [-3.111, -1.711, 0.541], [-4.173, -2.309, -0.132], [-4.266, -3.690, -0.138], [-3.298, -4.421, 0.533], [-2.294, -3.863, 1.190], [-2.204, -2.549, 1.198], [-2.071, -1.498, -1.974], [-2.034, -0.510, -3.440], [-1.064, -0.049, -2.030], [-4.123, -0.116, -2.024], [-3.163, 1.344, -2.328], [-2.254, 4.267, 1.451], [-1.806, 5.356, 0.088], [-0.933, 2.436, 1.858], [1.886, 2.474, 1.770], [3.598, 2.158, 0.505], [5.679, 0.952, 0.215], [7.227, -0.361, -0.976], [7.294, -0.680, 0.782], [7.826, -1.926, -0.374], [3.516, -2.690, -0.364], [1.384, -1.451, -0.065], [-4.927, -1.709, -0.621], [-5.077, -4.186, -0.648], [-3.326, -5.502, 0.554], [-1.375, -2.122, 1.744]], "homo_ha": -0.309, "smiles": "CCn1c(SCC(=O)NNC(=O)c2ccc(OC)cc2)nnc1-c1cccnc1", "de_lowest_ev": 0.000, "total_charge": 0, "e_lumo_ev": 0.632}